(1)
{
  "formula": "C12H19CaCsF2NO8P",
  "method": "ωB97M-V with the def2-TZVPD basis set",
  "species": ["Cs", "Ca", "P", "F", "F", "O", "O", "O", "O", "O", "O", "O", "O", "N", "C", "C", "C", "C", "C", "C", "C", "C", "C", "C", "C", "C", "H", "H", "H", "H", "H", "H", "H", "H", "H", "H", "H", "H", "H", "H", "H", "H", "H", "H", "H"],
  "coordinates": [[-2.809, -1.785, -2.388], [2.516, 5.174, 3.959], [-2.484, 3.286, 3.118], [3.884, -3.547, -3.366], [1.381, 3.885, 2.931], [0.701, 0.022, 0.312], [-4.857, 3.247, 0.970], [-1.067, 1.398, -1.470], [-3.837, 4.147, 3.442], [5.586, 2.052, 6.038], [5.232, 3.477, 7.610], [1.031, -3.682, -4.757], [4.266, 3.726, 5.691], [5.053, 3.064, 6.468], [-3.190, 0.762, -0.729], [-1.832, 1.395, -0.535], [1.835, -5.956, -4.756], [2.925, -4.184, -6.141], [-4.233, 1.243, -0.060], [-3.981, 2.427, 0.820], [-0.173, 2.112, 1.350], [0.587, 0.788, 1.496], [-2.635, 1.771, 4.156], [-1.558, 2.024, 0.793], [-2.636, 2.511, 1.442], [1.621, -4.695, -5.577], [3.598, -3.936, -5.311], [0.064, -0.694, 0.346], [-2.452, 2.009, 5.196], [-0.133, 2.607, 2.314], [-4.622, 3.589, 3.347], [0.887, -6.312, -4.340], [0.202, 0.183, 2.321], [1.602, 1.056, 1.786], [-1.919, 1.057, 3.751], [1.676, -3.512, -4.038], [2.271, -6.754, -5.362], [0.417, 2.732, 0.672], [2.766, -3.271, -6.721], [-3.357, -0.112, -1.371], [-5.229, 0.831, -0.130], [2.507, -5.738, -3.921], [3.403, -4.926, -6.789], [-3.629, 1.341, 4.010], [0.914, -4.898, -6.389]],
  "lumo_ev": -2.84,
  "multiplicity": 1,
  "homo_energy_ha": -0.21989,
  "gap_ev": 3.14
}

=====

(2)
{
  "formula": "C12H19CeN",
  "method": "ωB97M-V with the def2-TZVPD basis set",
  "species": ["Ce", "N", "C", "C", "C", "C", "C", "C", "C", "C", "C", "C", "C", "C", "H", "H", "H", "H", "H", "H", "H", "H", "H", "H", "H", "H", "H", "H", "H", "H", "H", "H", "H"],
  "coordinates": [[-0.079, 0.207, 0.194], [1.742, 0.785, 0.316], [-0.157, -2.433, -0.199], [0.264, -0.163, 2.635], [-2.027, 1.797, -0.995], [-0.119, -0.581, 4.042], [1.136, -2.071, -0.703], [-0.787, 1.949, -1.482], [-1.152, -1.867, -1.079], [0.275, 2.371, -2.169], [1.117, -0.414, 4.919], [-0.457, -1.135, -2.102], [0.954, -1.270, -1.874], [-1.272, 0.238, 4.613], [-0.921, -0.580, -2.921], [0.955, -0.664, 5.974], [-2.235, -1.986, -0.999], [1.291, 2.012, -1.953], [-2.204, -0.018, 4.107], [0.702, 0.849, 2.655], [1.918, -1.062, 4.558], [-0.365, -3.055, 0.674], [-1.095, 1.316, 4.512], [2.684, 1.168, 0.411], [-0.422, -1.640, 4.019], [-1.406, 0.022, 5.677], [-2.467, 2.494, -0.270], [0.216, 3.109, -2.975], [1.470, 0.624, 4.888], [-2.725, 1.042, -1.387], [2.094, -2.363, -0.273], [1.735, -0.852, -2.505], [0.941, -0.904, 2.177]],
  "lumo_ev": -0.88,
  "multiplicity": 1,
  "homo_energy_ha": -0.24363,
  "gap_ev": 5.75,
  "de_lowest_kcal_mol": 0.0
}

=====

(3)
{
  "formula": "C12H19Cl2GaN3O",
  "method": "ωB97M-V with the def2-TZVPD basis set",
  "species": ["Ga", "Cl", "Cl", "O", "N", "N", "N", "C", "C", "C", "C", "C", "C", "C", "C", "C", "C", "C", "C", "H", "H", "H", "H", "H", "H", "H", "H", "H", "H", "H", "H", "H", "H", "H", "H", "H", "H", "H"],
  "coordinates": [[2.356, -0.933, -0.411], [3.195, 1.093, -0.290], [0.551, -2.030, -1.006], [1.746, -1.038, 1.626], [-1.630, 2.042, 1.682], [0.304, -1.062, 3.357], [-0.006, 0.443, 1.540], [1.086, -2.148, 3.949], [0.700, -0.534, 2.127], [0.466, 0.201, -3.255], [-0.761, 0.286, -4.176], [0.340, 1.042, -2.006], [-0.736, 1.678, -1.681], [-1.003, 0.983, 2.236], [-0.745, -0.540, 4.041], [-1.433, 0.500, 3.500], [3.711, -2.052, 0.009], [-2.065, 0.328, -3.375], [-2.064, 1.483, -2.351], [-2.849, 1.305, -1.604], [1.272, 1.212, -1.453], [1.388, 0.422, -3.815], [-0.724, 2.438, -0.887], [-0.766, -0.569, -4.860], [-2.912, 0.451, -4.060], [-0.688, 1.190, -4.794], [4.496, -1.752, 0.716], [-2.334, 2.548, 2.194], [-0.957, -1.005, 5.001], [1.793, -1.751, 4.689], [0.556, -0.858, -2.942], [-2.204, -0.621, -2.843], [3.791, -3.062, -0.417], [0.412, -2.845, 4.458], [-2.372, 2.399, -2.875], [1.641, -2.654, 3.162], [-2.276, 0.967, 3.996], [-1.277, 2.442, 0.821]],
  "lumo_ev": 2.45,
  "total_charge": -1,
  "multiplicity": 1,
  "homo_energy_ha": -0.03443,
  "gap_ev": 3.38,
  "de_lowest_kcal_mol": 21.9
}

=====

(4)
{
  "formula": "C12H19Cl2NO2PTb",
  "method": "ωB97M-V with the def2-TZVPD basis set",
  "species": ["Tb", "Cl", "Cl", "P", "O", "O", "N", "C", "C", "C", "C", "C", "C", "C", "C", "C", "C", "C", "C", "H", "H", "H", "H", "H", "H", "H", "H", "H", "H", "H", "H", "H", "H", "H", "H", "H", "H", "H"],
  "coordinates": [[0.972, -0.529, -0.238], [2.976, -1.934, -0.332], [-1.038, -0.081, -1.990], [1.241, 2.219, -1.061], [-1.590, 1.291, 0.390], [1.003, 1.717, 2.613], [-1.088, -1.430, 0.859], [2.579, 1.732, -2.198], [-0.573, -2.917, 2.763], [1.093, 0.987, 1.721], [-1.098, -3.842, 0.570], [-2.924, 2.237, -1.425], [-0.982, -2.756, 1.436], [2.051, 3.476, -0.020], [-0.759, -5.122, 1.036], [-0.300, -5.309, 2.340], [0.265, 3.356, -2.136], [-1.882, 1.444, -0.780], [-0.228, -4.213, 3.208], [0.972, 4.081, -2.588], [-0.491, 3.910, -1.542], [2.848, 2.649, -2.725], [-0.007, -6.310, 2.683], [3.440, 1.353, -1.636], [-0.433, -2.060, 3.419], [-2.450, 2.771, -2.271], [2.254, 0.969, -2.918], [-1.762, -1.399, 0.084], [-1.356, -0.699, 1.526], [-0.243, 2.788, -2.936], [2.890, 3.012, 0.513], [1.333, 3.869, 0.718], [0.128, -4.367, 4.226], [-0.822, -5.972, 0.350], [-1.351, -3.688, -0.482], [2.419, 4.294, -0.659], [-3.694, 1.522, -1.804], [-3.397, 2.954, -0.715]],
  "lumo_ev": [-8.26, -8.19],
  "total_charge": 2,
  "multiplicity": 7,
  "homo_energy_ha": [-0.54079, -0.54092],
  "gap_ev": [6.46, 6.53],
  "de_lowest_kcal_mol": 34.1
}

=====

(5)
{
  "formula": "C12H19FN",
  "method": "ωB97M-V with the def2-TZVPD basis set",
  "species": ["F", "N", "C", "C", "C", "C", "C", "C", "C", "C", "C", "C", "C", "C", "H", "H", "H", "H", "H", "H", "H", "H", "H", "H", "H", "H", "H", "H", "H", "H", "H", "H", "H"],
  "coordinates": [[-2.983, 1.538, 1.334], [-1.566, -0.395, 0.320], [-0.078, 1.192, -0.988], [0.856, -0.352, 0.964], [-3.711, 0.397, -0.735], [-1.847, -1.093, -0.956], [2.165, 0.569, 0.823], [-3.039, -0.643, -1.396], [-1.945, -1.332, 1.365], [-3.029, 0.786, 0.320], [-0.365, 0.392, 0.307], [1.108, -1.716, 0.296], [1.060, 2.152, -0.798], [2.337, 1.464, -0.480], [0.181, 0.480, -1.751], [-2.987, -1.651, 1.232], [-4.764, 0.583, -1.144], [0.668, -2.598, 0.774], [3.252, 2.025, -0.438], [-1.375, -2.252, 1.230], [0.662, -0.357, 2.087], [0.804, 2.995, -0.135], [2.254, -1.689, 0.256], [-1.899, -0.836, 2.322], [-0.942, 1.763, -1.417], [2.995, -0.102, 0.859], [0.844, -1.729, -0.829], [2.225, 1.207, 1.742], [-0.554, 1.263, 1.009], [-3.571, -1.064, -2.357], [-1.180, -1.944, -1.130], [2.533, 0.728, -1.266], [1.107, 2.537, -1.800]],
  "lumo_ev": -3.69,
  "total_charge": 1,
  "multiplicity": 1,
  "homo_energy_ha": -0.50019,
  "gap_ev": 9.92,
  "de_lowest_kcal_mol": 45.3
}

=====

(6)
{
  "formula": "C12H19N2O2S",
  "method": "ωB97M-V with the def2-TZVPD basis set",
  "species": ["S", "O", "O", "N", "N", "C", "C", "C", "C", "C", "C", "C", "C", "C", "C", "C", "C", "H", "H", "H", "H", "H", "H", "H", "H", "H", "H", "H", "H", "H", "H", "H", "H", "H", "H", "H"],
  "coordinates": [[-0.678, 4.242, 4.264], [3.774, -0.195, 8.470], [4.971, 1.465, 7.652], [0.352, -0.173, 1.816], [3.874, 0.887, 7.846], [1.665, -0.720, 1.494], [1.765, 3.085, 5.757], [1.481, 0.771, 7.353], [-2.489, 4.488, 4.376], [2.833, 2.651, 6.514], [-0.462, 2.636, 4.773], [-0.812, -0.918, 1.341], [2.707, 1.474, 7.291], [0.435, 1.158, 6.546], [0.215, 0.969, 2.429], [-0.529, 4.222, 2.435], [0.567, 2.297, 5.672], [-1.269, 3.554, 1.984], [2.372, -0.451, 2.286], [-2.767, 5.194, 3.583], [-1.627, -0.819, 2.067], [-0.702, 5.258, 2.123], [3.783, 3.182, 6.526], [1.850, 4.025, 5.208], [1.557, -1.804, 1.399], [-0.525, 0.639, 6.586], [2.039, -0.323, 0.538], [0.484, 3.910, 2.173], [1.102, 1.486, 2.806], [-0.512, -1.964, 1.217], [-2.681, 4.919, 5.366], [-0.789, 1.395, 2.509], [-3.005, 3.527, 4.264], [-1.303, 1.964, 4.586], [1.407, -0.083, 8.024], [-1.163, -0.540, 0.369]],
  "lumo_ev": -4.89,
  "total_charge": 1,
  "multiplicity": 1,
  "homo_energy_ha": -0.36776,
  "gap_ev": 5.12,
  "de_lowest_kcal_mol": 0.0
}

=====

(7)
{
  "formula": "C12H19NO2",
  "method": "ωB97M-V with the def2-TZVPD basis set",
  "species": ["O", "O", "N", "C", "C", "C", "C", "C", "C", "C", "C", "C", "C", "C", "C", "H", "H", "H", "H", "H", "H", "H", "H", "H", "H", "H", "H", "H", "H", "H", "H", "H", "H", "H"],
  "coordinates": [[-1.020, -3.040, 2.921], [3.002, -1.473, -1.608], [-0.731, -0.899, 2.398], [-0.929, -2.268, 2.000], [-0.690, 1.530, 2.100], [2.061, -0.532, -2.139], [-0.323, 0.130, 1.489], [2.306, 0.673, -2.716], [-0.318, -0.113, -1.824], [0.792, -1.025, -1.811], [-0.139, 1.098, -2.367], [1.144, 1.483, -2.837], [-1.160, 2.110, -2.613], [-0.676, -2.184, 0.557], [-0.641, -0.578, 3.866], [-1.298, 2.840, -1.744], [0.333, -2.004, 0.386], [-0.903, -2.990, -0.092], [-1.291, -1.424, 4.462], [-2.110, 1.595, -2.837], [-1.225, -0.451, -1.471], [0.437, -0.596, 4.407], [-0.922, 0.373, 4.097], [3.336, 1.024, -2.807], [-1.729, 2.200, 2.508], [1.089, 2.336, -3.534], [-0.873, 2.836, -3.498], [-1.072, 0.066, 0.648], [3.916, -1.181, -1.847], [-1.131, -1.536, -0.060], [0.742, 0.226, 1.211], [0.517, -2.003, -1.418], [-0.641, 2.237, 1.332], [0.146, 1.539, 2.841]],
  "lumo_ev": 0.62,
  "smiles": "CCN(C)C(C)=O.Cc1ccc(O)cc1",
  "multiplicity": 1,
  "homo_energy_ha": -0.31977,
  "gap_ev": 9.32,
  "de_lowest_kcal_mol": 119.7
}

=====

(8)
{
  "formula": "C12H19NOOs",
  "method": "ωB97M-V with the def2-TZVPD basis set",
  "species": ["Os", "O", "N", "C", "C", "C", "C", "C", "C", "C", "C", "C", "C", "C", "C", "H", "H", "H", "H", "H", "H", "H", "H", "H", "H", "H", "H", "H", "H", "H", "H", "H", "H", "H"],
  "coordinates": [[0.166, 0.055, -1.238], [-0.231, -0.117, 1.000], [1.644, 0.878, -0.866], [0.482, 2.485, -3.135], [-0.496, -1.155, -3.020], [-0.055, -0.038, 2.384], [-1.271, -0.739, 3.014], [-1.176, -1.759, -1.913], [1.215, -0.726, 2.917], [1.098, -1.867, -1.475], [-0.200, -2.183, -0.965], [0.923, -1.234, -2.778], [-0.018, 1.406, 2.917], [-0.295, 1.698, -2.369], [-1.496, 1.450, -1.752], [-0.399, -2.673, -0.014], [-2.182, -0.233, 2.675], [-0.001, 1.397, 4.019], [1.718, -0.899, -3.427], [2.116, -0.195, 2.582], [1.263, -1.777, 2.608], [-2.333, 0.995, -2.307], [1.214, -0.703, 4.020], [-1.299, -1.782, 2.680], [-1.247, -0.724, 4.113], [-0.908, 1.964, 2.601], [-1.798, 2.053, -0.887], [2.271, 1.545, -0.395], [1.564, 2.332, -3.171], [0.025, 3.276, -3.727], [0.890, 1.923, 2.580], [2.037, -2.051, -0.971], [-0.967, -0.731, -3.913], [-2.251, -1.870, -1.788]],
  "lumo_ev": [0.66, -1.82],
  "multiplicity": 5,
  "homo_energy_ha": [-0.20251, -0.29732],
  "gap_ev": [6.18, 6.27]
}

=====

Number 1: largest force on an atom 3.25 eV/A, molecular weight 547.24 g/mol. Number 2: largest force on an atom 4.32 eV/A, molecular weight 317.41 g/mol. Number 3: largest force on an atom 3.22 eV/A, molecular weight 361.93 g/mol. Number 4: largest force on an atom 5.84 eV/A, molecular weight 470.09 g/mol. Number 5: largest force on an atom 5.61 eV/A, molecular weight 196.29 g/mol. Number 6: largest force on an atom 2.93 eV/A, molecular weight 255.36 g/mol. Number 7: largest force on an atom 5.56 eV/A, molecular weight 209.29 g/mol. Number 8: largest force on an atom 6.69 eV/A, molecular weight 383.52 g/mol.